Record 1
Density functional theory data (wB97M-V/def2-TZVPD) for C26H69O13PSSi2 as an isolated structure at a distorted geometry.

Output
HOMO energy in Ha: -0.3032
Max |F| in eV/Å: 2.6
E_tot in eV: -90569.585

```
! RIJCOSX wB97M-V def2-TZVPD def2/J DEFGRID3
* xyz 0 1
S 4.551 -4.128 1.113
P 3.204 -3.391 2.363
Si 1.736 -1.631 -0.988
Si 2.505 -1.375 1.765
O -1.522 -7.477 5.834
O 2.856 0.880 3.419
O 0.066 -5.770 4.035
O -9.360 5.346 0.473
O 3.800 6.160 -6.152
O 4.185 0.408 3.370
O 1.450 -5.763 -6.447
O 1.542 -4.353 -3.863
O -8.521 3.724 2.783
O 1.225 -1.357 0.632
O 4.669 4.507 -3.877
O -3.177 3.562 2.338
O -2.151 1.128 3.641
C 3.825 4.739 -6.146
C 0.135 -4.804 5.071
C 5.141 1.839 -0.279
C 4.338 1.206 -1.504
C -9.341 3.925 0.502
C -8.826 4.829 3.619
C 5.022 -0.203 -1.756
C 1.795 -4.393 -6.281
C 2.794 1.104 -1.209
C 2.044 -0.048 -1.988
C 1.727 -5.610 -3.228
C 1.979 -0.245 3.221
C 0.071 -6.009 -6.222
C 2.454 -4.146 -4.934
C 0.450 -7.070 4.471
C -2.354 3.548 3.497
C 5.100 6.729 -6.188
C -9.591 3.395 1.905
C 3.590 4.186 -4.749
C -8.057 5.908 0.441
C -0.762 -7.950 4.728
C -2.678 -6.757 5.434
C -1.425 2.344 3.504
C 4.367 5.598 -3.022
C -4.495 3.102 2.597
C -2.308 0.447 2.406
H 3.656 -0.715 1.117
H 3.917 6.431 -3.568
H -7.897 5.173 4.075
H -8.141 6.971 0.663
H 2.619 -5.580 -2.594
H 3.894 -3.258 3.620
H -7.624 5.790 -0.558
H -0.284 -5.528 -5.307
H 0.654 -2.366 -1.676
H -10.544 3.764 2.297
H 5.523 6.629 -7.193
H -1.385 -8.026 3.831
H 2.557 -0.232 -2.958
H 6.129 -0.145 -1.803
H -0.417 -8.955 4.984
H -3.063 -6.228 6.305
H 4.788 -0.814 -0.841
H -1.366 -0.033 2.121
H -2.633 1.118 1.608
H 2.508 -4.145 -7.073
H -0.330 -5.160 5.993
H 3.013 4.402 -6.797
H 1.818 -6.423 -3.952
H 1.182 -4.543 5.265
H -9.512 4.519 4.414
H -0.761 2.420 4.371
H -2.452 -6.026 4.654
H -0.802 2.328 2.604
H 4.542 1.819 -2.412
H 2.352 2.069 -1.577
H -4.984 2.911 1.642
H -1.748 4.459 3.471
H 0.989 0.209 2.952
H -9.645 2.303 1.863
H -9.265 5.657 3.057
H 2.886 -2.556 -0.971
H 2.771 -3.099 -4.886
H -4.495 2.177 3.179
H 3.540 3.094 -4.807
H 2.166 -4.364 2.479
H -5.059 3.872 3.133
H 0.916 -3.752 -6.407
H 1.030 0.360 -2.253
H -7.398 5.448 1.182
H 2.631 1.103 -0.106
H 1.793 -0.816 4.168
H 0.858 -5.800 -2.598
H -8.397 3.539 0.104
H 5.768 6.260 -5.461
H 1.083 -7.010 5.362
H -0.070 -7.085 -6.127
H 1.044 -7.515 3.667
H 5.779 2.660 -0.677
H 5.835 1.060 0.129
H -0.394 -3.909 4.739
H -3.445 -7.451 5.077
H 4.466 2.200 0.531
H 4.766 4.363 -6.559
H -10.148 3.580 -0.152
H -3.066 -0.326 2.537
H 3.344 -4.772 -4.815
H 3.690 5.272 -2.225
H 4.563 -0.755 -2.605
H 2.640 4.545 -4.342
H 4.729 1.094 2.958
H 5.298 5.941 -2.571
H -0.516 -5.651 -7.075
H 5.013 7.788 -5.948
H -2.962 3.574 4.407
*
```

=====

Record 2
Density functional theory data (wB97M-V/def2-TZVPD) for C26H69O9Zn as an isolated structure at a distorted geometry.

Output
HOMO energy (spin up / spin down) in Ha: -0.2571 / -0.3293
Max |F| in eV/Å: 4.3
E_tot in eV: -94921.252
ΔE to the lowest compared entry with this formula, charge and spin in kJ/mol: 13.6
⟨S²⟩: 0.752

```
! RIJCOSX wB97M-V def2-TZVPD def2/J DEFGRID3
* xyz 0 2
Zn 1.046 -0.337 3.395
O 1.708 -4.997 -1.445
O -0.474 -4.198 3.115
O -3.826 1.232 -3.189
O -0.415 -1.676 3.508
O 1.722 3.042 3.136
O -2.282 2.457 2.323
O 6.580 -1.026 -1.449
O 0.500 0.754 1.684
O -2.480 4.152 -3.549
C -0.801 5.797 -3.647
C 2.984 3.523 2.706
C 1.220 -5.584 2.242
C 0.299 -3.282 -2.532
C -3.475 0.380 -2.132
C -0.855 -4.950 0.861
C 3.737 2.406 1.973
C 0.198 -4.450 1.901
C 1.064 0.152 -0.725
C -2.608 -1.601 2.520
C 1.706 -3.720 -2.143
C -3.396 2.077 1.475
C -2.192 -1.432 5.120
C -2.763 -0.815 -2.863
C -1.323 4.562 -2.932
C -3.526 3.262 0.492
C -1.720 -1.096 3.674
C 5.242 -0.457 -1.285
C 4.530 -0.162 -2.653
C 2.653 4.591 1.673
C 2.765 -3.947 -3.285
C 5.409 0.860 -0.385
C 0.102 0.102 0.473
C -4.823 -0.034 -1.581
C -4.670 2.029 2.267
C -0.347 3.379 -2.762
H 2.311 4.184 0.721
H -1.321 -5.871 1.210
H -1.813 -0.492 -3.287
H 3.481 5.289 1.550
H -2.871 -0.646 5.450
H -2.868 3.430 -3.049
H -3.253 -1.173 -3.768
H 2.487 -4.910 -0.892
H 4.628 2.908 1.597
H -4.521 0.825 -3.711
H -1.649 -4.216 0.724
H -5.333 -0.858 -2.080
H -1.546 4.847 -1.904
H -1.951 -1.655 1.652
H -1.483 -1.573 5.936
H 0.030 2.837 -3.630
H 4.733 -1.268 -0.764
H 4.263 -1.122 -3.093
H 2.886 -3.052 -3.894
H -2.450 -1.593 -2.167
H -0.345 -4.159 -2.480
H 0.236 -2.729 -3.470
H 0.548 3.903 -2.426
H 0.706 -3.557 1.537
H -4.017 2.795 -0.362
H 4.139 1.827 2.805
H 1.888 5.320 1.940
H 3.529 3.838 3.596
H 1.179 1.114 -1.225
H -3.500 -0.977 2.464
H 4.411 1.296 -0.343
H -5.469 0.843 -1.538
H -4.131 4.026 0.979
H -5.536 1.829 1.635
H 0.048 -2.460 -1.862
H 1.198 2.580 2.477
H -2.493 3.522 0.258
H -2.808 -2.328 5.039
H 5.735 0.628 0.629
H -4.670 1.313 3.089
H -2.834 0.709 -1.314
H -0.096 -0.903 0.843
H -0.476 -5.142 -0.143
H 0.664 -0.489 -1.510
H 3.734 -4.212 -2.859
H 7.084 -0.927 -0.638
H 5.311 0.230 -3.305
H 2.035 -2.918 -1.481
H 3.663 0.491 -2.554
H -0.867 0.432 0.100
H -1.544 2.008 1.904
H -1.473 6.577 -4.003
H 1.894 -5.690 1.392
H 0.002 6.231 -3.052
H 0.763 -6.492 2.635
H -0.670 -5.064 3.481
H -1.554 -0.020 3.725
H -2.927 -2.625 2.717
H 2.016 -0.305 -0.454
H -0.194 5.577 -4.525
H -0.682 2.667 -2.008
H -4.699 -0.569 -0.639
H 6.019 1.570 -0.943
H 2.526 -4.754 -3.977
H -3.202 1.079 1.082
H -0.627 -2.559 3.196
H -4.780 3.020 2.708
H 1.873 -5.305 3.069
H 3.143 1.872 1.231
*
```

=====

Record 3
Density functional theory data (wB97M-V/def2-TZVPD) for a 11-piece molecular cluster, C26H71BNO11P overall at a distorted geometry.

Output
HOMO energy in Ha: -0.2641
Max |F| in eV/Å: 2.4
E_tot in eV: -62086.117
SMILES: CB(O)[PH3]c1cccnc1.CCO.CCO.CCO.CCO.CCO.CCO.CCO.CCO.CCO.CCO

```
! RIJCOSX wB97M-V def2-TZVPD def2/J DEFGRID3
* xyz 0 1
P -1.897 -3.643 1.270
O -3.906 6.066 2.082
O 1.488 4.149 -1.961
O 0.492 -2.172 3.019
O -1.356 -5.034 3.824
O 2.699 -1.197 -5.785
O -2.724 -6.127 -1.675
O 6.398 3.384 -5.214
O 3.558 -5.497 6.134
O 1.088 5.157 -5.620
O -0.637 2.536 -0.491
O -4.814 4.648 5.880
N -2.077 -2.188 -2.669
C -2.131 -2.868 -1.501
C -1.533 4.323 0.878
C 2.247 2.945 -1.863
C -1.433 -1.028 -2.465
C 2.284 5.124 -6.399
C 0.627 -1.534 4.286
C -3.580 3.382 7.539
C -4.946 5.516 2.891
C 0.615 -2.430 -5.802
C -1.631 -2.504 -0.243
C -0.920 -1.275 -0.104
C 1.563 -6.074 4.881
C 3.631 3.142 -2.449
C 7.067 2.156 -4.932
C 7.601 2.158 -3.512
C 1.665 -1.731 -4.960
C 1.946 -0.790 4.379
C -4.135 3.420 6.128
C -3.869 -5.146 3.049
C -0.842 -0.527 -1.300
C -6.001 4.851 2.028
C -2.096 -8.404 -2.218
C 3.082 6.401 -6.219
C -2.914 -7.188 -2.609
C -0.620 3.113 0.810
C 3.080 -6.075 4.921
B -2.337 -4.689 2.861
H 8.109 1.219 -3.282
H -2.479 -2.491 1.947
H -3.068 2.438 7.734
H -4.178 5.362 6.000
H -4.854 2.614 5.979
H -2.555 4.046 0.622
H 6.787 2.302 -2.800
H 7.879 2.020 -5.653
H 2.311 2.678 -0.808
H 3.569 3.430 -3.502
H -5.555 4.060 1.423
H 2.292 -0.569 -6.391
H -0.334 3.213 -1.113
H 1.067 -3.235 -6.384
H 2.047 -0.292 5.345
H -3.967 -6.228 3.231
H 8.306 2.980 -3.366
H 7.038 4.094 -5.101
H 0.555 -2.291 5.074
H 3.469 -7.096 4.839
H -0.325 0.438 -1.316
H -1.216 5.084 0.161
H 1.154 -6.646 5.717
H -4.294 -4.548 3.883
H 4.158 3.944 -1.929
H -2.375 -8.747 -1.220
H -2.645 -3.848 -1.559
H -1.367 -0.381 -3.359
H -5.386 6.316 3.496
H 2.495 7.270 -6.529
H 0.567 5.912 -5.915
H -2.674 -4.543 0.454
H -0.493 -0.980 0.861
H -6.446 5.572 1.336
H 0.410 3.392 1.060
H 3.211 -6.021 6.863
H 1.426 4.376 -2.898
H -2.874 4.201 7.698
H -6.795 4.422 2.642
H -2.633 -6.837 -3.607
H -0.209 -0.843 4.394
H -4.305 6.716 1.493
H -4.493 4.792 3.561
H -1.529 4.762 1.877
H -1.786 -5.904 -1.674
H 2.786 -1.476 4.251
H 4.001 6.373 -6.806
H -2.247 -9.222 -2.925
H -1.031 -8.160 -2.189
H -0.950 2.346 1.513
H 1.713 2.148 -2.389
H 2.865 4.262 -6.071
H 1.195 -6.506 3.949
H -4.436 -4.852 2.142
H -0.175 -2.847 -5.175
H -3.330 3.304 5.393
H -0.482 -3.861 1.415
H 1.179 -5.057 4.970
H 1.223 -2.793 2.923
H -4.383 3.504 8.268
H 2.017 -0.041 3.588
H 0.164 -1.732 -6.514
H 6.348 1.349 -5.070
H 2.126 -2.433 -4.266
H -1.638 -4.576 4.634
H 2.018 4.979 -7.451
H 3.485 -5.487 4.098
H 4.221 2.226 -2.373
H 3.340 6.544 -5.168
H 1.216 -0.918 -4.380
H -3.977 -7.429 -2.617
*
```

=====

Record 4
Density functional theory data (wB97M-V/def2-TZVPD) for C26H72O10 as an isolated structure at a distorted geometry.

Output
HOMO energy in Ha: -0.3037
Max |F| in eV/Å: 10.1
E_tot in eV: -48586.493
ΔE to the lowest compared entry with this formula, charge and spin in kJ/mol: 1652.5

```
! RIJCOSX wB97M-V def2-TZVPD def2/J DEFGRID3
* xyz 0 1
O -1.120 1.137 0.130
O -2.966 0.005 0.635
O 3.683 4.122 2.084
O 4.390 1.574 -1.073
O 2.938 -5.401 0.487
O -3.447 -2.694 -3.011
O -4.478 -1.024 1.563
O -1.150 -0.561 4.787
O 0.148 2.314 -0.866
O 1.038 2.100 -3.584
C -3.887 1.014 0.305
C 1.960 -4.354 0.297
C -0.664 4.107 0.529
C -0.727 3.487 -0.873
C -0.956 -0.561 3.352
C -4.249 1.698 1.636
C -4.295 -4.507 -1.696
C 0.999 0.699 -3.357
C 3.087 1.905 2.831
C -0.154 0.388 -2.472
C 1.184 0.352 0.176
C -2.359 -2.917 -0.959
C 1.514 3.390 1.576
C 5.425 1.008 0.917
C 2.961 2.993 1.756
C 3.625 -0.459 -0.066
C -3.039 -3.667 -2.053
C -0.275 0.174 0.674
C 1.615 -3.709 1.666
C 2.649 -3.333 -0.634
C -3.704 -2.219 1.594
C 1.114 -0.112 -4.655
C -0.832 -1.230 0.311
C -3.394 2.061 -0.687
C 4.807 0.432 -0.370
C -0.360 4.307 -2.133
H 3.346 2.601 0.814
H -2.239 -4.305 -2.427
H 2.457 -6.158 0.828
H 3.636 4.741 1.352
H 1.196 4.010 2.415
H 1.289 0.308 -0.908
H 5.556 -0.077 -0.976
H 0.296 0.083 -5.349
H 2.815 -3.771 -1.618
H -2.476 2.477 -0.273
H 4.132 1.738 3.094
H -2.902 -2.030 -0.633
H -0.503 -1.556 -0.676
H 5.174 2.098 -1.253
H -5.015 2.471 1.572
H 0.949 2.458 1.585
H 0.902 -2.918 1.429
H -0.298 3.681 -3.023
H -2.000 0.768 0.029
H -4.685 0.951 2.299
H 0.376 4.396 0.680
H -2.288 -3.652 -0.157
H -3.331 2.039 2.115
H 1.072 -4.707 -0.228
H -4.775 -4.982 -2.551
H 0.581 4.857 -2.156
H -0.416 -1.977 0.988
H -2.922 -2.258 0.836
H -4.100 2.863 -0.900
H -0.276 0.241 1.762
H 1.956 0.619 -2.840
H 2.887 0.943 2.359
H -4.485 -2.941 1.358
H -1.024 3.450 1.321
H 1.773 1.112 0.689
H -1.069 0.434 2.922
H 1.379 4.031 0.705
H 1.220 -4.380 2.428
H -0.397 -0.961 5.228
H -3.335 -2.502 2.579
H 6.480 1.232 0.764
H -0.178 1.577 -0.345
H -1.087 5.030 -2.504
H 2.434 2.049 3.691
H -3.484 -0.700 1.029
H 5.437 0.261 1.711
H -1.343 -2.614 -1.207
H -5.048 -1.214 0.813
H -1.042 0.651 -3.047
H -0.221 -0.684 -2.286
H -4.110 -5.283 -0.954
H -1.677 3.040 -1.168
H 4.970 1.938 1.258
H 2.688 0.069 0.111
H -3.073 1.597 -1.620
H -1.681 -1.183 2.828
H 2.038 -2.461 -0.867
H -0.025 -1.031 3.038
H 3.723 -1.098 0.811
H 1.663 -0.587 0.454
H -5.045 -3.857 -1.246
H 2.415 -3.215 2.217
H -1.350 4.953 0.527
H 3.668 -3.006 -0.425
H -1.900 -1.280 0.522
H 1.299 -1.172 -4.478
H -0.213 0.917 -1.520
H -4.848 0.638 -0.047
H 1.096 2.517 -2.722
H 2.072 0.150 -5.103
H -2.748 -2.685 -3.669
H 3.549 -1.263 -0.799
*
```